Record 1
This record from the Open Molecules 2025 dataset describes a cluster of 2 separate species, C16H25F3N4O4 in total in a non-equilibrium geometry. The level of theory is ωB97M-V with the def2-TZVPD basis set.

Summary:
SMILES string: CNC(=O)[C@H](CC(C)C)NC(C)=O.Cc1cc(C(=O)NCC(F)(F)F)no1
E_HOMO: -9.37 eV

Geometry as ORCA input:
```
! wB97M-V def2-TZVPD RIJCOSX def2/J DEFGRID3
* xyz 0 1
O -4.583 -1.527 -4.996
O 2.215 0.198 5.984
O 1.916 -3.560 2.860
F -3.175 -2.112 -2.373
F -1.230 -1.087 -2.144
F -1.293 -3.227 -2.705
N -6.030 0.993 -5.235
O -6.333 2.285 -5.764
C -4.015 -0.442 -4.980
C 3.108 0.345 5.163
C 2.506 -2.761 3.577
C -4.737 0.798 -5.358
C -4.147 1.968 -5.983
C -5.171 2.828 -6.225
N 3.456 -3.274 4.373
N -2.654 -0.426 -4.696
N 3.162 -0.315 4.004
C 4.238 1.308 5.443
C -5.070 4.158 -6.904
C 4.206 -2.675 5.476
C 1.670 1.771 2.082
C 0.102 0.506 0.671
C -1.909 -2.026 -2.856
C -1.891 -1.643 -4.348
C 0.851 0.478 2.006
C 1.699 -0.810 2.089
C 2.135 -1.247 3.512
H -3.106 2.110 -6.247
H 3.576 -4.266 4.238
H -2.226 0.482 -4.535
H 3.943 -0.128 3.399
H 5.186 0.776 5.411
H 4.229 2.101 4.697
H 4.097 1.741 6.432
H -4.035 4.371 -7.186
H -5.420 4.946 -6.231
H -5.690 4.165 -7.806
H 4.941 -1.966 5.095
H 3.523 -2.172 6.163
H 4.731 -3.457 6.026
H 1.025 2.627 1.886
H 2.084 1.896 3.078
H 2.472 1.751 1.346
H -0.525 1.396 0.614
H 0.811 0.505 -0.157
H -0.542 -0.370 0.592
H -0.849 -1.513 -4.652
H -2.277 -2.497 -4.916
H 0.113 0.478 2.808
H 2.574 -0.720 1.444
H 1.083 -1.608 1.675
H 1.259 -1.153 4.155
*
```


Record 2
This record from the Open Molecules 2025 dataset describes a structure of composition C16H25GaINO5P2S in a non-equilibrium geometry. The level of theory is ωB97M-V with the def2-TZVPD basis set.

Summary:
E_HOMO: -14.65 eV

Geometry as ORCA input:
```
! wB97M-V def2-TZVPD RIJCOSX def2/J DEFGRID3
* xyz 2 1
C -0.558 4.911 -3.937
C -0.597 3.500 -3.635
H -0.803 5.084 -5.016
H 0.475 5.258 -3.719
H -1.318 5.399 -3.289
O -0.769 2.404 -3.990
I 0.079 2.937 -0.646
Ga -0.148 0.418 -0.763
P -2.600 0.393 -0.475
C -3.511 -1.175 -0.690
C -2.740 0.598 1.356
H -3.738 1.010 1.586
H -4.648 1.618 -0.673
H -1.931 1.254 1.726
H -3.239 2.645 -1.122
H -3.064 -1.944 -0.036
H -2.638 -0.399 1.821
C -3.688 1.649 -1.213
H -4.570 -0.991 -0.432
H -3.830 1.413 -2.277
H -3.432 -1.486 -1.742
P 2.133 0.015 -1.614
C 2.600 -1.662 -2.163
C 2.944 1.122 -2.807
H 2.669 0.884 0.621
H 4.158 0.376 -0.313
H 3.083 -0.859 0.443
C 3.114 0.128 -0.052
H 2.739 2.169 -2.558
H 4.028 0.928 -2.759
H 3.675 -1.648 -2.421
H 2.007 -1.918 -3.054
H 2.552 0.906 -3.812
H 2.389 -2.379 -1.351
C -0.465 -1.404 -1.468
O -0.695 -2.340 -2.115
O 0.653 1.307 2.288
C 0.533 0.076 2.191
N 0.196 -0.567 0.995
S 0.086 -2.250 1.092
O -1.276 -2.690 0.905
O 1.132 -2.882 0.330
C 0.496 -2.208 2.796
C 0.598 -3.335 3.597
C 0.935 -3.127 4.933
C 1.156 -1.832 5.425
C 1.048 -0.711 4.605
C 0.709 -0.922 3.259
H 0.417 -4.315 3.170
H 1.025 -3.982 5.593
H 1.419 -1.695 6.473
H 1.208 0.319 4.936
*
```


Record 3
This record from the Open Molecules 2025 dataset describes a cluster of 2 separate species, C16H25NO in total in a non-equilibrium geometry. The level of theory is ωB97M-V with the def2-TZVPD basis set.

Summary:
E_HOMO: -7.77 eV

Geometry as ORCA input:
```
! wB97M-V def2-TZVPD RIJCOSX def2/J DEFGRID3
* xyz 0 1
C -4.176 -1.947 -0.394
H -4.667 -2.755 -0.039
O -3.575 -1.104 0.573
C -2.877 -0.155 0.305
C -2.432 0.398 1.292
C -1.682 1.575 1.336
C -1.324 1.958 0.183
C -1.757 1.425 -1.206
C -2.626 0.334 -1.033
H -2.891 -0.243 -1.831
H -1.517 1.919 -2.061
C -0.374 3.319 -0.243
H -0.585 3.892 0.343
H -0.213 3.624 -1.150
C 1.155 2.854 0.192
N 1.795 1.851 -0.347
H 1.783 1.935 -1.405
C 1.482 0.432 -0.126
C 2.017 -0.255 -1.482
C 1.306 -1.745 -1.292
C 0.739 -2.284 -0.159
C 1.732 -2.376 1.165
H 2.389 -3.287 0.876
C 2.801 -1.282 1.261
H 3.567 -1.244 0.019
C 2.322 0.084 1.083
H 1.550 -0.058 1.927
H 3.073 0.949 1.233
H 3.361 -1.484 2.121
H 1.382 -2.618 2.045
H 0.034 -1.475 0.237
H 0.255 -3.264 -0.361
H 2.133 -2.453 -1.728
H 0.494 -1.968 -2.152
H 1.514 0.079 -2.311
H 3.042 -0.176 -1.456
H 0.462 0.393 -0.241
H 1.759 3.810 0.551
H 1.125 2.566 1.370
H -1.381 2.316 2.252
H -2.676 0.162 2.585
H -3.554 -2.313 -0.829
H -4.964 -1.387 -1.103
*
```


Record 4
This record from the Open Molecules 2025 dataset describes a cluster of 3 separate species, C16H25NO10S in total in a non-equilibrium geometry. The level of theory is ωB97M-V with the def2-TZVPD basis set.

Summary:
E_HOMO: -7.76 eV

Geometry as ORCA input:
```
! wB97M-V def2-TZVPD RIJCOSX def2/J DEFGRID3
* xyz 0 1
O 3.750 2.784 2.140
S 3.071 2.131 0.881
O 2.256 0.765 1.505
O 2.460 -0.209 0.626
O 2.019 3.290 0.215
C 0.629 3.131 0.674
C -0.289 4.100 -0.312
C -1.903 3.866 -0.179
C -2.420 2.339 -0.483
N -3.013 1.614 0.710
C -3.230 2.028 2.150
C -3.873 0.854 3.100
C -4.068 -0.414 2.049
C -3.516 0.181 0.596
H 1.854 -0.986 0.816
H 0.462 3.442 1.808
H 0.193 2.052 0.561
H -0.050 5.252 -0.118
H 0.040 3.919 -1.443
H -2.313 4.315 0.847
H -2.407 4.551 -1.018
H -3.184 2.260 -1.384
H -1.468 1.699 -0.810
H -2.948 3.079 2.589
H -4.144 0.853 4.243
H -4.492 -1.483 2.306
H -3.530 -0.490 -0.373
C 3.654 -0.403 -1.990
C 3.391 -0.674 -3.458
C 4.624 -0.673 -4.310
O 4.105 -0.347 -5.588
C 2.978 0.396 -5.365
O 2.372 1.006 -6.227
O 2.630 0.372 -4.042
H 4.383 0.404 -1.856
H 2.735 -0.086 -1.486
H 4.040 -1.298 -1.493
H 2.819 -1.602 -3.570
H 5.124 -1.645 -4.332
H 5.351 0.098 -4.031
C -2.476 -4.345 3.208
C -1.614 -4.336 1.962
C -0.247 -3.757 2.169
O 0.094 -3.321 0.864
C -1.087 -3.034 0.235
O -1.178 -2.459 -0.834
O -2.152 -3.471 0.974
H -2.383 -3.407 3.766
H -3.533 -4.453 2.945
H -2.190 -5.167 3.872
H -1.568 -5.342 1.531
H 0.475 -4.494 2.530
H -0.234 -2.885 2.834
*
```


Record 5
This record from the Open Molecules 2025 dataset describes an isolated molecule of C16H25NO2. The level of theory is ωB97M-V with the def2-TZVPD basis set.

Summary:
SMILES string: Cc1cccc(OCCCCCN2CCOCC2)c1
E_HOMO: -8.27 eV

Geometry as ORCA input:
```
! wB97M-V def2-TZVPD RIJCOSX def2/J DEFGRID3
* xyz 0 1
C -3.918 0.099 -2.345
C -3.601 0.356 -0.902
C -2.790 -0.533 -0.206
C -2.462 -0.303 1.124
C -2.968 0.830 1.762
C -3.773 1.711 1.073
C -4.087 1.482 -0.257
H -4.714 2.180 -0.793
H -4.159 2.587 1.574
H -2.714 0.993 2.798
O -1.690 -1.117 1.901
C -0.908 -2.127 1.297
C 0.236 -1.548 0.465
C 1.260 -2.607 0.070
C 2.316 -2.072 -0.899
C 3.226 -0.999 -0.295
N 2.523 0.233 0.015
C 2.235 1.048 -1.150
C 1.342 2.215 -0.726
O 1.964 3.002 0.262
C 2.284 2.216 1.385
C 3.198 1.048 1.008
H 3.395 0.443 1.896
H 4.157 1.446 0.630
H 2.779 2.881 2.095
H 1.361 1.819 1.835
H 1.147 2.880 -1.569
H 0.389 1.819 -0.343
H 1.711 0.449 -1.895
H 3.162 1.444 -1.604
H 4.069 -0.815 -0.985
H 3.641 -1.387 0.639
H 2.953 -2.902 -1.215
H 1.821 -1.683 -1.790
H 0.745 -3.446 -0.408
H 1.752 -2.990 0.966
H -0.164 -1.078 -0.434
H 0.727 -0.770 1.048
H -1.533 -2.805 0.700
H -0.505 -2.693 2.142
H -2.431 -1.412 -0.721
H -3.103 0.456 -2.976
H -4.826 0.619 -2.641
H -4.045 -0.966 -2.532
*
```


Record 6
This record from the Open Molecules 2025 dataset describes an isolated molecule of C16H25NO3. The level of theory is ωB97M-V with the def2-TZVPD basis set.

Summary:
SMILES string: CCCCCCC(=O)c1c(C)[nH]c(C(=O)OCC)c1C
E_HOMO: -8.51 eV

Geometry as ORCA input:
```
! wB97M-V def2-TZVPD RIJCOSX def2/J DEFGRID3
* xyz 0 1
C -4.792 -0.007 -2.576
C -5.025 1.312 -1.849
C -4.061 1.528 -0.681
C -4.278 0.533 0.458
C -3.499 0.880 1.727
C -1.982 0.832 1.539
C -1.482 -0.567 1.241
O -2.162 -1.549 1.470
C -0.152 -0.694 0.639
C 0.252 -1.878 0.005
N 1.488 -1.688 -0.468
C 1.935 -0.424 -0.156
C 0.928 0.227 0.539
C 1.028 1.603 1.098
H 0.426 2.303 0.520
H 0.682 1.627 2.128
H 2.060 1.936 1.062
C 3.279 -0.086 -0.593
O 3.980 -0.880 -1.189
O 3.662 1.166 -0.295
C 4.984 1.539 -0.683
C 6.014 1.084 0.341
H 6.031 -0.001 0.392
H 6.999 1.439 0.049
H 5.770 1.481 1.324
H 4.958 2.628 -0.761
H 5.204 1.098 -1.661
H 2.057 -2.346 -0.981
C -0.480 -3.151 -0.178
H -1.515 -2.955 -0.449
H -0.005 -3.762 -0.942
H -0.503 -3.705 0.760
H -1.673 1.507 0.743
H -1.499 1.162 2.462
H -3.772 0.165 2.505
H -3.782 1.879 2.067
H -5.342 0.511 0.706
H -3.992 -0.469 0.138
H -4.201 2.542 -0.296
H -3.039 1.451 -1.057
H -4.903 2.134 -2.560
H -6.053 1.346 -1.480
H -5.449 -0.084 -3.440
H -3.762 -0.074 -2.921
H -4.991 -0.851 -1.922
*
```


> Which value of E_HOMO does entry 1 give?

-9.37 eV


> Among the records above, which one has the highest E_HOMO?

C16H25NO10S